(1)
Here is a single C12H10O molecule in a non-equilibrium geometry from the OMol25 dataset. Energies are from ωB97M-V/def2-TZVPD.

```
! RIJCOSX wB97M-V def2-TZVPD def2/J DEFGRID3
* xyz 0 1
C 0.7854 -1.0225 2.6585
C 0.9348 -0.0571 1.8417
C -0.5557 0.2285 1.3091
C -0.4634 0.7514 -0.1352
C -0.9523 1.9008 -0.7007
C -0.7099 2.2752 -2.0880
C 0.1030 1.4019 -2.8353
C 0.7326 0.2701 -2.2001
C 0.3621 -0.0594 -0.9138
C 0.7791 -1.2835 -0.2046
C -0.2656 -2.0461 0.3047
C -1.0406 -1.2929 1.3918
O -0.3690 -1.6635 2.4930
H 1.4100 -1.6001 3.2445
H 1.7098 0.5797 1.5078
H -1.2659 0.8095 2.0032
H -1.6116 2.5130 -0.2308
H -1.0374 3.1656 -2.4407
H 0.4654 1.7865 -3.7532
H 1.3995 -0.3243 -2.7030
H 1.6287 -1.8293 -0.5703
H 0.0019 -3.1156 0.3693
H -2.0408 -1.3878 1.6520
*
```

Calculated values
- DFT total energy: -538.354803 Ha
- Frontier orbital gap (alpha / beta): 8.9 / 8.9 eV
- Energy relative to the best compared isomer or geometry (same formula, charge and spin): 85.2 kcal/mol
- E_HOMO (alpha / beta): -8.099 / -8.099 eV
- SMILES: C1=C[C@H]2c3ccccc3C=C[C@H]2O1

=====

(2)
Here is 2 unconnected molecules or ions with the total composition CH5OPS2 in a non-equilibrium geometry from the OMol25 dataset. Energies are from ωB97M-V/def2-TZVPD.

```
! RIJCOSX wB97M-V def2-TZVPD def2/J DEFGRID3
* xyz 0 1
C -1.0509 -0.6060 -1.1022
O 0.3355 -0.9717 -1.1053
P 1.4967 0.1587 -1.4569
S 0.5692 1.8399 -1.7965
H -1.2657 -0.3390 -2.0855
H -1.1512 0.1122 -0.3083
H -1.4891 -1.6372 -0.9739
S 1.1017 0.0769 2.7409
H -0.0173 0.6141 2.3440
H 1.4710 0.7521 3.7437
*
```

Calculated values
- DFT total energy: -1254.052141 Ha
- Frontier orbital gap: 8.6 eV
- Energy relative to the best compared isomer or geometry (same formula, charge and spin): 40.8 kcal/mol
- E_HOMO: -9.384 eV
- SMILES: COP=S.S

=====

(3)
Here is a molecular structure, C46H74ClGaNO21 in a non-equilibrium geometry from the OMol25 dataset. Energies are from ωB97M-V/def2-TZVPD.

```
! RIJCOSX wB97M-V def2-TZVPD def2/J DEFGRID3
* xyz -1 1
C 5.2893 -0.6322 0.0900
C 3.8031 -0.6520 -0.2949
C 2.8794 -0.4617 0.9135
Cl 2.8173 -2.0122 1.8514
Ga 1.0112 0.1254 0.3253
C 1.2823 2.0150 -0.4526
C 0.3103 3.1010 -0.0428
O 0.2110 3.2657 1.4040
C 1.2915 3.6892 2.0176
O 2.2156 4.2498 1.5107
C -0.2678 0.0205 1.9520
C -1.2780 -0.9923 1.6113
O -1.1962 -2.1570 1.9561
N -2.3900 -0.6386 0.8272
C -2.3922 0.6662 0.1734
C -2.7540 -1.7214 -0.0944
H 5.9412 -0.9979 -0.7121
H 5.4791 -1.2257 0.9868
H 5.5796 0.4034 0.2836
H 3.6120 0.1831 -0.9821
H 3.5349 -1.5763 -0.8113
H 3.3124 0.2966 1.5745
H 0.4719 -0.8623 -0.8290
H 2.3104 2.3520 -0.2881
H 1.1794 1.9045 -1.5399
H 0.5599 4.0778 -0.4759
H -0.7007 2.8534 -0.3695
H 1.2688 3.4927 3.0953
H -0.7261 0.9771 2.1995
H 0.3048 -0.3697 2.7936
H -1.6794 0.7161 -0.6604
H -2.1866 1.4595 0.8882
H -3.3922 0.8451 -0.2355
H -3.5293 -2.3629 0.3316
H -3.1658 -1.2769 -1.0017
H -1.8752 -2.3136 -0.3448
O -5.5218 -1.4535 -1.8654
C -5.4456 -2.6363 -2.0419
O -6.4669 -3.4833 -1.7886
C -6.0331 -4.8474 -1.9618
C -4.7974 -4.7712 -2.8574
C -4.2236 -3.4143 -2.4525
H -5.7733 -5.2407 -0.9769
H -6.8597 -5.4230 -2.3715
H -4.1160 -5.6038 -2.6942
H -5.0847 -4.7634 -3.9106
H -3.5879 -3.4937 -1.5736
H -3.6872 -2.8997 -3.2446
O -9.8576 0.5512 2.2428
C -8.8894 0.0011 1.8011
O -8.9805 -1.0565 0.9625
C -7.6666 -1.5923 0.6947
C -6.7104 -0.4339 0.9475
C -7.4285 0.3193 2.0625
H -7.5017 -2.4321 1.3735
H -7.6137 -1.9342 -0.3310
H -5.7042 -0.7575 1.2116
H -6.6362 0.1751 0.0463
H -7.1446 -0.0785 3.0399
H -7.2702 1.3943 2.0373
O 5.0762 2.9531 -1.2469
C 5.7479 3.3530 -0.3411
O 6.8223 2.6629 0.1195
C 7.3796 3.3162 1.2698
C 6.9224 4.7679 1.1664
C 5.5697 4.6184 0.4697
H 6.9905 2.8236 2.1635
H 8.4604 3.1964 1.2407
H 6.8758 5.2667 2.1324
H 7.6110 5.3260 0.5288
H 4.7480 4.4517 1.1669
H 5.3132 5.4489 -0.1815
O -2.6558 -4.7829 0.1544
C -1.5920 -4.9116 -0.3793
O -1.3755 -4.4847 -1.6493
C -0.0749 -4.9023 -2.1002
C 0.7340 -5.1074 -0.8218
C -0.3408 -5.5711 0.1588
H -0.1887 -5.8186 -2.6855
H 0.3295 -4.1189 -2.7362
H 1.5564 -5.8085 -0.9489
H 1.1456 -4.1531 -0.4921
H -0.4893 -6.6526 0.1235
H -0.1684 -5.2623 1.1860
O -5.9493 -0.1664 5.4759
C -4.9905 -0.7144 5.0033
O -5.0900 -1.7613 4.1554
C -3.7663 -2.2510 3.8155
C -2.8238 -1.0899 4.0878
C -3.5297 -0.3848 5.2457
H -3.5552 -3.1134 4.4512
H -3.7696 -2.5669 2.7753
H -1.8082 -1.4110 4.3014
H -2.7877 -0.4399 3.2147
H -3.2472 -0.7902 6.2193
H -3.3830 0.6910 5.2550
O 4.1432 -1.0903 -4.3472
C 4.8473 -0.1495 -4.5513
O 4.9804 0.3815 -5.8065
C 5.9650 1.4288 -5.7958
C 6.0391 1.8989 -4.3488
C 5.7246 0.6171 -3.5838
H 6.9147 1.0112 -6.1430
H 5.6491 2.2080 -6.4871
H 6.9979 2.3458 -4.0946
H 5.2611 2.6372 -4.1537
H 6.6188 0.0212 -3.3901
H 5.2091 0.8084 -2.6465
O 1.8578 1.4615 4.7619
C 1.2709 1.8691 5.7192
O 0.5077 1.0706 6.5011
C -0.2508 1.8662 7.4254
C 0.5381 3.1595 7.5935
C 1.1631 3.3041 6.2073
H -1.2287 2.0434 6.9742
H -0.3766 1.2991 8.3452
H -0.0888 4.0014 7.8795
H 1.3110 3.0339 8.3540
H 0.4904 3.8306 5.5275
H 2.1378 3.7848 6.1974
O -2.4321 3.0730 5.0694
C -3.1219 3.0404 4.0889
O -4.3887 3.5020 4.0780
C -5.0067 3.2245 2.8046
C -3.8466 3.0656 1.8266
C -2.7605 2.4814 2.7256
H -5.5982 2.3120 2.9045
H -5.6697 4.0515 2.5630
H -4.0957 2.4450 0.9690
H -3.5339 4.0441 1.4587
H -2.8091 1.3913 2.7777
H -1.7490 2.7733 2.4500
O 7.2099 -1.9489 -11.6156
C 6.4832 -1.5100 -10.7731
O 6.7450 -0.3528 -10.1211
C 5.7539 -0.1175 -9.1020
C 4.5362 -0.9246 -9.5310
C 5.1872 -2.1040 -10.2505
H 6.1512 -0.4578 -8.1448
H 5.5609 0.9508 -9.0448
H 3.9005 -1.2000 -8.6929
H 3.9386 -0.3463 -10.2373
H 5.4388 -2.9163 -9.5665
H 4.5967 -2.4990 -11.0723
*
```

Calculated values
- DFT total energy: -5817.170693 Ha
- Frontier orbital gap: 7.4 eV
- E_HOMO: -5.365 eV

=====

(4)
Here is 3 unconnected molecules or ions with the total composition C3H8N2O2 in a non-equilibrium geometry from the OMol25 dataset. Energies are from ωB97M-V/def2-TZVPD.

```
! RIJCOSX wB97M-V def2-TZVPD def2/J DEFGRID3
* xyz 0 1
C 1.8693 1.0268 -0.6533
C 0.7944 1.3465 0.1860
N 0.6097 0.3019 1.0593
C 1.7036 -0.6144 0.8541
N 2.3583 -0.2326 -0.1895
H 2.2684 1.3817 -1.5656
H 0.0900 2.2790 0.1568
H -0.2326 0.1848 1.7292
H 1.6864 -1.4965 1.3417
O -2.2993 -0.0961 0.7647
H -3.2155 0.0991 1.0828
H -2.1003 -0.4607 -0.1495
O -1.4895 -1.1428 -1.5212
H -1.2435 -2.0647 -1.3354
H -0.7992 -0.5119 -1.7601
*
```

Calculated values
- DFT total energy: -379.070875 Ha
- Frontier orbital gap: 9.4 eV
- Energy relative to the best compared isomer or geometry (same formula, charge and spin): 44.0 kcal/mol
- E_HOMO: -8.766 eV
- SMILES: c1c[nH]cn1.O.O

=====

(5)
Here is a molecular structure, C3H7NS2 in a non-equilibrium geometry from the OMol25 dataset. Energies are from ωB97M-V/def2-TZVPD.

```
! RIJCOSX wB97M-V def2-TZVPD def2/J DEFGRID3
* xyz 0 1
C -1.7412 0.5713 0.3807
C -0.5460 1.3615 -0.0044
C -0.9181 0.1379 -0.8290
N -0.1674 -1.0131 -0.8529
S 3.3902 -1.0765 1.2806
S 0.7847 -1.4277 0.3726
H -1.6762 -0.0556 1.2584
H -2.7231 0.9719 0.1883
H -0.6712 2.3275 -0.4638
H 0.3403 1.2692 0.6056
H -1.3563 0.3233 -1.8037
H 4.0034 -0.8741 0.1192
H 1.2809 -2.5156 -0.2516
*
```

Calculated values
- DFT total energy: -969.497683 Ha
- Frontier orbital gap (alpha / beta): 6.5 / 8.2 eV
- Energy relative to the best compared isomer or geometry (same formula, charge and spin): 87.6 kcal/mol
- E_HOMO (alpha / beta): -8.128 / -8.922 eV

=====

(6)
Here is 2 unconnected molecules or ions with the total composition C3H10O from the OMol25 dataset. Energies are from ωB97M-V/def2-TZVPD.

```
! RIJCOSX wB97M-V def2-TZVPD def2/J DEFGRID3
* xyz 0 1
C -0.6986 -0.7670 1.8080
C -1.3800 -1.1558 0.5071
H -0.5502 0.3152 1.8496
H -1.3391 -0.9638 2.6638
H 0.2710 -1.2519 1.8946
H -1.5375 -2.2370 0.4345
H -2.3533 -0.6702 0.4019
H -0.8286 -0.8540 -0.3878
C 1.0387 1.6217 -1.2651
O 1.0004 0.2150 -1.2004
H 1.9802 1.9976 -1.6555
H 0.7941 2.1486 -0.3308
H 0.2495 1.9214 -1.9406
H 1.3927 -0.1531 -0.4012
*
```

Calculated values
- DFT total energy: -195.506418 Ha
- Frontier orbital gap: 11.4 eV
- Energy relative to the best compared isomer or geometry (same formula, charge and spin): 14.1 kcal/mol
- E_HOMO: -10.440 eV
- SMILES: CC.CO

=====

(7)
Here is 2 unconnected molecules or ions with the total composition C14H16 in a non-equilibrium geometry from the OMol25 dataset. Energies are from ωB97M-V/def2-TZVPD.

```
! RIJCOSX wB97M-V def2-TZVPD def2/J DEFGRID3
* xyz 0 1
C 3.0973 -0.5415 -3.8692
C 1.7192 0.0530 -4.0255
C 1.3105 1.0438 -3.1442
C 0.0519 1.6232 -3.3198
C -0.8173 1.1893 -4.2974
C -0.3908 0.1696 -5.1438
C 0.8557 -0.4061 -5.0258
H 3.8517 0.2476 -3.8326
H 3.4119 -1.1891 -4.6883
H 3.1553 -1.0946 -2.9362
H 2.0678 1.3892 -2.4500
H -0.2345 2.3465 -2.5669
H -1.8107 1.5760 -4.4414
H -1.0649 -0.1128 -5.9431
H 1.1881 -1.2602 -5.5957
C 0.2260 -2.4696 3.6215
C -0.4365 -1.1668 3.9575
C 0.2583 -0.0289 4.3534
C -0.4646 1.1235 4.5794
C -1.8487 1.1905 4.4683
C -2.5476 0.0559 4.1254
C -1.8151 -1.0865 3.8378
H 1.1747 -2.5702 4.1402
H 0.4545 -2.4938 2.5600
H -0.3701 -3.3293 3.9387
H 1.3437 0.0300 4.3991
H 0.0105 1.9938 5.0137
H -2.3323 2.1280 4.6880
H -3.6307 0.0418 4.1833
H -2.3204 -1.9564 3.4219
*
```

Calculated values
- DFT total energy: -543.056527 Ha
- Frontier orbital gap: 9.9 eV
- Energy relative to the best compared isomer or geometry (same formula, charge and spin): 10.3 kcal/mol
- E_HOMO: -9.026 eV
- SMILES: Cc1ccccc1.Cc1ccccc1

=====

(8)
Here is a molecular structure, C17H16I2N2O6Zn from the OMol25 dataset. Energies are from ωB97M-V/def2-TZVPD.

```
! RIJCOSX wB97M-V def2-TZVPD def2/J DEFGRID3
* xyz 0 1
Zn 1.0241 0.1630 0.5276
O 4.6405 1.6476 2.1422
C 3.4904 1.5950 1.4793
O 3.1889 0.6806 0.7522
C 2.6670 2.8468 1.6920
O 1.3434 2.6995 1.2373
C 0.4024 2.5995 2.3163
C 0.5649 1.3188 3.1492
O 0.2304 1.3544 4.3173
O 1.0552 0.3188 2.5045
H 5.1363 0.8343 1.9447
H 3.1512 3.6393 1.1162
H 2.7102 3.1246 2.7469
H -0.5865 2.5855 1.8532
H 0.4689 3.4724 2.9654
I -2.0643 -2.7482 -5.5409
C -0.8206 -2.1629 -3.9631
C -0.0911 -3.1174 -3.2659
C 0.7200 -2.7129 -2.2221
I 1.7826 -4.1296 -1.1164
C 0.8510 -1.3598 -1.8385
O 1.6372 -0.9882 -0.8723
C 0.0737 -0.4232 -2.5593
C 0.1454 1.0279 -2.1736
N -0.3608 1.2587 -0.7902
C -1.7666 0.8556 -0.6239
C -1.9574 -0.3387 0.2936
C -3.2281 -0.8137 0.5884
C -3.3477 -1.9147 1.4149
C -2.2022 -2.5080 1.9291
C -0.9784 -1.9656 1.5972
N -0.8663 -0.9053 0.7900
C -0.7427 -0.8288 -3.6077
H -0.1601 -4.1640 -3.5273
H -0.4351 1.6188 -2.8872
H 1.1791 1.3797 -2.1970
H -0.2584 2.2424 -0.5717
H -2.1857 0.5887 -1.5971
H -2.3556 1.6926 -0.2452
H -4.1013 -0.3274 0.1713
H -4.3261 -2.3064 1.6610
H -2.2567 -3.3678 2.5812
H -0.0516 -2.3733 1.9796
H -1.3192 -0.0885 -4.1513
*
```

Calculated values
- DFT total energy: -3593.186755 Ha
- Frontier orbital gap: 7.8 eV
- Energy relative to the best compared isomer or geometry (same formula, charge and spin): 13.1 kcal/mol
- E_HOMO: -7.652 eV